Entry 1:
This record from the Open Molecules 2025 dataset describes the molecule C21H14ClF3N6 at a distorted geometry. The level of theory is the ωB97M-V functional and the def2-TZVPD basis.

Positions of all 45 atoms, in Å:
N 0.763 -4.754 -2.861
C 0.596 -3.737 -2.240
C 0.483 -2.482 -1.551
N 1.370 -2.252 -0.532
C 1.401 -1.082 -0.025
N 2.172 -0.907 1.121
C 3.557 -1.382 1.148
C 4.377 -0.230 1.839
C 4.397 -0.240 3.235
C 5.079 0.795 3.893
C 5.977 1.654 3.178
Cl 7.111 2.644 4.198
C 6.164 1.443 1.855
C 5.247 0.554 1.150
C 0.585 -0.027 -0.550
N 0.340 1.302 -0.161
C -0.729 1.699 -0.751
N -1.083 0.842 -1.767
C -2.156 0.903 -2.732
C -3.543 0.794 -2.084
C -4.424 1.909 -2.296
C -5.661 1.941 -1.655
C -5.976 0.835 -0.763
C -5.025 -0.251 -0.609
C -5.388 -1.317 0.418
F -4.683 -1.126 1.521
F -6.586 -1.365 0.804
F -5.129 -2.596 -0.057
C -3.830 -0.244 -1.232
C -0.281 -0.334 -1.574
N -0.413 -1.588 -2.077
H 2.041 0.019 1.555
H 3.628 -2.186 1.834
H 4.065 -1.850 0.273
H 3.870 -0.916 3.947
H 5.018 0.796 4.995
H 6.986 1.974 1.373
H 5.340 0.490 0.075
H -1.154 2.679 -0.678
H -2.045 0.266 -3.517
H -2.289 1.862 -3.045
H -4.139 2.813 -2.849
H -6.277 2.791 -1.627
H -6.734 0.810 -0.099
H -3.022 -0.948 -1.078

Results
**Total charge**: 0
**Frontier orbital gap**: 0.3168 hartree
**ΔE to the lowest compared entry with this formula, charge and spin**: 54.38 kcal per mole
**Structure (SMILES)**: N#Cc1nc(NCc2ccc(Cl)cc2)c2ncn(Cc3cccc(C(F)(F)F)c3)c2n1

Entry 2:
This record from the Open Molecules 2025 dataset describes a structure of composition C21H14F16N3OV at a distorted geometry. The level of theory is the ωB97M-V functional and the def2-TZVPD basis.

Positions of all 56 atoms, in Å:
V 0.194 0.419 -0.451
C -0.125 3.341 0.115
N 0.064 2.441 -1.053
C -1.119 2.486 -1.932
C -2.303 1.860 -1.172
N -1.742 0.940 -0.172
C -2.547 0.419 0.812
C -1.941 -0.178 1.926
F -0.597 -0.137 2.010
C -2.620 -0.788 2.952
F -1.947 -1.344 3.958
C -3.997 -0.811 2.944
F -4.678 -1.406 3.922
C -4.647 -0.210 1.890
F -5.979 -0.221 1.847
C -3.943 0.385 0.859
F -4.677 0.896 -0.148
C 1.327 2.807 -1.736
C 2.459 2.327 -0.836
N 1.996 1.055 -0.244
C 3.013 0.338 0.444
C 3.741 0.882 1.495
F 3.432 2.103 1.950
C 4.769 0.206 2.120
F 5.435 0.776 3.124
C 5.097 -1.070 1.719
F 6.082 -1.726 2.319
C 4.392 -1.660 0.694
F 4.711 -2.889 0.291
C 3.378 -0.961 0.072
F 2.755 -1.561 -0.943
H -0.102 4.384 -0.214
H 0.667 3.175 0.841
H -1.073 3.137 0.597
H -0.882 1.901 -2.820
H -1.343 3.511 -2.237
H -2.955 1.353 -1.884
H -2.900 2.646 -0.701
H 1.370 3.879 -1.931
H 1.363 2.273 -2.685
H 2.701 3.074 -0.080
H 3.360 2.165 -1.429
C -2.142 -2.472 -1.212
C -0.632 -2.475 -1.046
O -0.152 -1.201 -0.674
C 0.053 -2.880 -2.391
F 1.236 -3.474 -2.210
F -0.726 -3.715 -3.097
F 0.256 -1.793 -3.147
C -0.222 -3.470 0.066
F -1.078 -3.381 1.101
F -0.268 -4.727 -0.397
F 1.005 -3.233 0.534
H -2.410 -1.840 -2.060
H -2.599 -2.071 -0.313
H -2.509 -3.481 -1.386

Results
**Spin multiplicity**: 3
**Total charge**: 0
**Frontier orbital gap (alpha / beta)**: 0.2966 / 0.2955 hartree
**<S²>**: 2.012
**ΔE to the lowest compared entry with this formula, charge and spin**: 20.74 kcal per mole

Entry 3:
This record from the Open Molecules 2025 dataset describes a structure of composition C21H14F2N2O2S5W at a distorted geometry. The level of theory is the ωB97M-V functional and the def2-TZVPD basis.

Positions of all 47 atoms, in Å:
W 0.098 2.070 -1.175
C -0.428 1.480 3.944
O 0.318 1.785 2.732
C 0.965 0.671 2.337
C 1.170 -0.399 3.232
C 2.509 -0.736 3.391
C 3.395 0.034 2.595
C 3.024 0.486 1.338
C 1.687 0.838 1.110
N 1.441 1.282 -0.159
N -0.707 0.408 -0.893
C -1.607 -0.479 -1.021
C -3.130 -0.268 -1.030
O -3.744 0.834 -0.980
C -3.902 -1.526 -0.910
C -3.450 -2.793 -1.093
C -2.089 -3.048 -1.318
C -1.572 -4.329 -1.272
C -0.209 -4.587 -1.237
C 0.672 -3.531 -1.055
C 0.147 -2.258 -1.159
C -1.208 -1.918 -1.140
H -1.162 2.251 4.055
H 0.193 1.456 4.865
H -0.870 0.487 3.879
H 0.444 -0.803 3.937
H 2.926 -1.434 4.158
H 4.392 0.224 3.004
H 3.777 0.505 0.574
H -4.923 -1.322 -0.726
H -4.093 -3.602 -0.793
H -2.285 -5.146 -1.048
H 0.149 -5.638 -1.346
H 1.755 -3.666 -0.783
H 0.824 -1.439 -0.946
S 4.523 1.950 -5.196
C 3.192 1.795 -4.181
S 3.239 2.157 -2.498
C 1.677 2.886 -2.412
C 0.772 2.341 -3.404
S -0.817 2.773 -3.626
S 1.544 1.349 -4.679
S 1.624 4.127 -1.031
F -3.736 3.571 0.182
C -2.400 3.510 0.261
F -1.999 4.792 0.432
H -2.125 2.858 1.086

Results
**Spin multiplicity**: 3
**Total charge**: 0
**Frontier orbital gap (alpha / beta)**: 0.1817 / 0.1733 hartree
**<S²>**: 2.089

Entry 4:
This record from the Open Molecules 2025 dataset describes a structure of composition C21H14F5N3NaO5. The level of theory is the ωB97M-V functional and the def2-TZVPD basis.

Positions of all 49 atoms, in Å:
Na -0.018 0.523 -0.207
C 4.222 -0.179 1.430
C 3.052 -0.640 0.598
O 1.986 -0.060 0.608
N 3.258 -1.748 -0.172
C 2.191 -2.334 -0.962
C 1.317 -3.337 -0.233
C 0.929 -4.512 -0.868
C 0.052 -5.368 -0.220
C -0.400 -5.028 1.042
C 0.066 -3.849 1.607
N 0.909 -3.022 0.994
H 4.182 0.905 1.500
H 5.180 -0.489 1.010
H 4.123 -0.593 2.436
H 4.143 -2.218 -0.128
H 2.624 -2.816 -1.837
H 1.564 -1.513 -1.310
H 1.291 -4.740 -1.863
H -0.274 -6.284 -0.697
H -1.097 -5.658 1.580
H -0.259 -3.546 2.598
O -1.744 1.597 -1.124
C -2.865 1.350 -0.723
C -3.428 0.024 -0.484
C -4.785 -0.055 -0.228
C -5.412 -1.276 -0.090
C -4.671 -2.471 -0.217
C -3.332 -2.426 -0.452
C -2.612 -1.176 -0.564
O -1.366 -1.150 -0.697
N -6.828 -1.331 0.171
O -7.448 -0.280 0.280
O -7.360 -2.430 0.274
H -3.567 2.187 -0.526
H -5.374 0.851 -0.148
H -5.194 -3.412 -0.121
H -2.747 -3.334 -0.545
F 2.674 2.262 -1.383
C 1.932 3.167 -0.643
C 0.823 2.751 0.039
C 0.201 3.753 0.729
F -0.934 3.485 1.465
C 0.611 5.074 0.761
F -0.044 6.023 1.462
C 1.737 5.432 0.044
F 2.170 6.707 0.046
C 2.414 4.464 -0.672
F 3.514 4.817 -1.373

Results
**Total charge**: -1
**Frontier orbital gap**: 0.2628 hartree
**ΔE to the lowest compared entry with this formula, charge and spin**: 14.23 kcal per mole